{"formula": "C4H5Br", "method": "wB97M-V/def2-TZVPD", "homo_lumo_gap_ev": 9.15, "charge": 0, "total_energy_ha": -2729.3213, "species": ["Br", "C", "C", "C", "C", "H", "H", "H", "H", "H"], "coordinates": [[-2.08, -1.38, 0.10], [-0.86, 0.06, 0.03], [0.09, 0.32, -1.12], [0.86, -0.35, -0.03], [0.17, 0.35, 1.10], [0.30, 1.37, -1.29], [-0.06, -0.22, -2.05], [1.11, -1.39, -0.02], [0.09, -0.16, 2.06], [0.39, 1.41, 1.22]], "nbo_charge": [0.0610, -0.0987, -0.4224, -0.1940, -0.4223, 0.2022, 0.2253, 0.2212, 0.2255, 0.2021]}